A 7-piece molecular cluster, C27H70N4O26P6S overall. Source: the Open Molecules 2025 dataset; level of theory: ωB97M-V/def2-TZVPD.

Computed properties:
SMILES string: CCN[C@@H](C#N)[C@](C#N)(NCC)S(C)(=O)=O.COP(=O)(OC)OC.COP(=O)(OC)OC.COP(=O)(OC)OC.COP(=O)(OC)OC.COP(=O)(OC)OC.COP(=O)(OC)OC
HOMO: -9.27 eV
Orbital gap: 0.2902 Eh
Charge: 0
Total energy: -154893.888 eV
2S+1: 1

Structure (XYZ):
```
134
C27H70N4O26P6S | the Open Molecules 2025 dataset | ωB97M-V/def2-TZVPD
C 2.2476 -6.2303 -1.2090
C 1.3164 -6.8885 -2.2225
N 0.0359 -6.1847 -2.4062
C 0.1836 -4.7592 -2.6041
C 1.1249 -4.5097 -3.7590
N 1.9007 -4.1134 -4.5090
C -1.2088 -4.0631 -2.9663
C -1.3769 -4.0993 -4.4259
N -1.4647 -4.0484 -5.5677
N -1.3606 -2.7352 -2.4188
C -0.3575 -1.7726 -2.8919
C -0.7046 -0.3295 -2.4723
S -2.6494 -5.0713 -2.3402
C -2.6255 -5.1538 -0.5608
O -2.7214 -6.3592 -2.9713
O -3.8053 -4.2753 -2.6741
H 1.7611 -6.2545 -0.2331
H 2.5575 -5.2256 -1.4906
H 3.1434 -6.8469 -1.1483
H 1.0654 -7.8712 -1.8165
H 1.8378 -7.1048 -3.1629
H -0.4030 -6.5928 -3.2257
H 0.5574 -4.2550 -1.7162
H -1.2457 -2.8191 -1.4143
H -0.2329 -1.7752 -3.9726
H 0.6093 -1.9986 -2.4238
H -1.1269 -0.3093 -1.4683
H 0.2421 0.2117 -2.4452
H -1.3449 0.1649 -3.1971
H -2.2111 -4.2284 -0.1576
H -2.0522 -5.9951 -0.1847
H -3.6722 -5.1663 -0.2678
C 4.0557 -1.9661 -5.2503
O 4.6046 -1.0785 -6.2605
P 5.5384 -1.8080 -7.4179
O 6.9207 -1.5256 -6.9404
O 5.0224 -0.8372 -8.5890
C 5.3527 0.5454 -8.5237
O 5.7276 -3.0220 -8.4926
C 6.1888 -4.2817 -7.9684
H 3.4871 -1.3815 -4.5317
H 3.3992 -2.6871 -5.7259
H 4.8670 -2.4806 -4.7285
H 6.2853 0.7077 -7.9829
H 4.5461 1.0981 -8.0394
H 5.4638 0.9064 -9.5442
H 5.7033 -4.5301 -7.0253
H 7.2675 -4.2420 -7.8246
H 5.9487 -5.0521 -8.6971
C 2.7608 6.7942 -3.8858
O 2.2950 6.1575 -2.6820
P 2.7833 4.5811 -2.3777
O 1.5411 3.8430 -2.7951
O 2.8745 4.8933 -0.8022
C 1.6867 5.2693 -0.1107
O 3.7824 3.2884 -2.1701
C 4.0848 2.5533 -3.3674
H 2.3316 7.7919 -3.9230
H 3.8483 6.8816 -3.8843
H 2.4354 6.2327 -4.7649
H 0.7928 4.8584 -0.5804
H 1.6118 6.3565 -0.0768
H 1.7541 4.8960 0.9095
H 4.3421 3.1983 -4.2059
H 3.2301 1.9306 -3.6279
H 4.9349 1.9132 -3.1418
C 2.4211 -5.6247 6.7391
O 2.7947 -4.8762 5.5690
P 2.3390 -5.4731 4.0696
O 3.6721 -6.0864 3.7375
O 2.0705 -4.0580 3.3737
C 3.1552 -3.1333 3.2715
O 1.4800 -6.2942 2.9081
C 1.3713 -7.7147 3.0908
H 2.8147 -5.1031 7.6072
H 1.3360 -5.6884 6.8321
H 2.8501 -6.6288 6.7001
H 4.1138 -3.6500 3.2307
H 3.1416 -2.4486 4.1188
H 3.0141 -2.5637 2.3554
H 1.1489 -7.9747 4.1247
H 2.3030 -8.1911 2.7892
H 0.5625 -8.0801 2.4608
C -6.9801 0.7749 -2.2397
O -7.6272 0.3192 -1.0370
P -7.5621 -1.3063 -0.6944
O -8.8832 -1.7838 -1.1839
O -7.4572 -1.0613 0.8926
C -8.5700 -0.4809 1.5648
O -6.6664 -2.6581 -0.5636
C -6.3668 -3.3623 -1.7963
H -7.1358 1.8477 -2.3165
H -5.9072 0.5784 -2.2025
H -7.4151 0.2874 -3.1151
H -9.5067 -0.7080 1.0557
H -8.4426 0.6007 1.6320
H -8.6008 -0.8953 2.5708
H -6.1079 -2.6700 -2.5947
H -7.2281 -3.9610 -2.0915
H -5.5243 -4.0083 -1.6191
C 3.6652 4.1109 8.1960
O 3.8368 4.0019 6.7742
P 2.6416 4.6555 5.7833
O 1.9719 3.3306 5.5277
O 3.6202 5.1228 4.6073
C 4.4219 4.1350 3.9595
O 1.4025 5.6178 5.2788
C 0.2050 5.6078 6.0792
H 4.5112 3.6225 8.6727
H 3.6438 5.1562 8.5090
H 2.7433 3.6125 8.5063
H 3.9571 3.1498 3.9907
H 5.4037 4.0903 4.4310
H 4.5453 4.4316 2.9197
H 0.4345 5.6152 7.1438
H -0.3849 4.7257 5.8381
H -0.3688 6.5000 5.8399
C -5.8715 4.8736 4.8830
O -5.7270 6.1827 5.4669
P -4.8954 7.3355 4.6026
O -3.5449 7.2777 5.2278
O -5.8598 8.5083 5.1289
C -5.8639 8.8215 6.5188
O -4.6516 8.1867 3.2280
C -3.8022 7.5828 2.2322
H -6.4186 4.2530 5.5872
H -6.4353 4.9245 3.9502
H -4.8915 4.4267 4.6997
H -4.9060 8.5876 6.9835
H -6.6598 8.2715 7.0222
H -6.0569 9.8879 6.6152
H -4.0023 6.5179 2.1203
H -2.7588 7.7312 2.5062
H -4.0006 8.0758 1.2837
```